Entry from the Open Molecules 2025 dataset: a structure of composition C36H35GeIN4O5Se2Ti (ωB97M-V/def2-TZVPD).

Structure (XYZ):
```
85
Properties=species:S:1:pos:R:3:forces:R:3
Ti -0.54281 -0.92806 -0.22504 0.5 0.4 -0.1
N 0.39305 0.92920 0.24354 0.2 0.1 0.1
C 0.41127 1.21657 1.68281 0.0 -0.1 -0.1
C 0.68592 -0.09502 2.38401 -0.1 0.0 0.1
O 1.20582 -0.16592 3.49366 0.0 0.0 0.0
N 0.28274 -1.13923 1.62498 0.2 0.1 -0.3
C 0.62619 -2.46982 2.05809 -0.1 0.1 0.1
C 0.60379 -3.36709 0.83362 -0.1 -0.1 0.0
O 0.87893 -4.55178 0.90081 0.0 0.0 -0.1
O 0.21803 -2.74449 -0.24515 -0.2 -0.2 0.0
H 1.37751 0.91027 -0.06253 -0.2 0.1 0.0
H -0.00119 1.72374 -0.26379 -0.1 0.0 0.0
H -0.56576 1.59538 1.98554 0.0 0.0 0.0
H 1.17190 1.95506 1.93427 0.0 0.0 0.0
H -0.08954 -2.88050 2.78149 0.0 0.0 0.0
H 1.60586 -2.49292 2.54043 0.0 0.0 0.0
Se 1.44823 -0.79463 -2.47443 -0.3 0.0 0.4
Se 1.45182 3.48402 -2.10869 0.1 0.0 0.1
C 2.93055 2.39144 -1.68458 -0.1 0.1 -0.2
C 3.94888 2.18520 -2.64691 0.0 0.0 0.1
C 5.02171 1.37942 -2.35887 0.0 0.0 0.0
C 5.09810 0.76151 -1.10806 0.0 0.0 0.0
C 4.06136 0.99162 -0.22902 0.0 0.0 0.0
N 3.01252 1.77925 -0.48853 0.2 -0.1 -0.1
C -0.12254 -1.55137 -3.12208 0.0 -0.1 0.0
C -0.29359 -1.90235 -4.48080 0.0 0.0 0.1
C -1.52889 -2.27509 -4.93400 -0.1 0.0 0.0
C -2.60841 -2.30436 -4.03979 -0.1 -0.1 -0.1
C -2.36528 -1.99525 -2.72533 0.1 -0.1 0.2
N -1.15196 -1.67755 -2.25918 0.1 0.1 -0.4
H 3.84482 2.66272 -3.61085 0.0 0.0 0.0
H 5.79309 1.21191 -3.10349 0.0 0.0 0.0
H 5.91373 0.10221 -0.84118 0.0 0.0 0.0
H 4.05084 0.50978 0.74518 0.0 0.0 0.0
H 0.55858 -1.82012 -5.13974 0.0 0.0 0.0
H -1.67615 -2.52151 -5.97953 0.0 0.0 0.0
H -3.60919 -2.55936 -4.36098 0.0 0.0 0.0
H -3.16672 -1.98832 -1.99511 0.0 0.0 0.0
I -3.16636 -0.53533 2.17024 0.0 0.1 0.0
C -2.24420 -1.82913 0.72891 -0.1 -0.1 -0.1
H -3.04960 -2.07862 0.03655 0.1 0.0 0.0
H -1.98279 -2.71730 1.29994 0.0 0.0 0.0
O -1.88099 2.51390 -0.21924 -0.2 -0.1 0.2
C -2.40448 1.58905 -0.83924 0.1 0.1 -0.3
O -1.98481 0.37679 -0.91065 0.1 -0.2 0.2
C -3.66741 1.90111 -1.62890 0.0 0.0 0.1
C -4.67375 2.60322 -0.70787 0.0 0.1 0.0
Ge -4.14632 4.46372 -0.32024 0.1 -0.1 0.1
C -5.84618 5.45475 -0.07931 -0.1 -0.1 0.0
C -6.04124 6.78112 -0.46129 0.0 0.0 0.0
C -7.23908 7.43900 -0.20578 0.0 0.0 0.0
C -8.27160 6.77980 0.44488 0.0 0.0 0.0
C -8.09527 5.46101 0.84220 0.0 0.0 0.0
C -6.89602 4.81170 0.58044 0.0 0.0 0.0
C -3.18566 4.77531 1.35227 0.0 0.0 0.0
C -3.06472 3.78847 2.32579 0.1 0.0 0.0
C -2.38613 4.03337 3.51205 0.0 0.0 0.0
C -1.81558 5.27870 3.74038 0.0 0.0 0.0
C -1.92916 6.27341 2.77934 0.0 0.0 0.0
C -2.61157 6.02139 1.59599 0.0 0.0 0.0
C -3.17627 5.27254 -1.80895 -0.1 0.0 0.0
C -3.85801 5.76960 -2.92109 0.0 0.0 0.0
C -3.16909 6.28896 -4.00938 0.0 0.0 0.0
C -1.78125 6.31007 -4.00048 0.0 0.0 0.0
C -1.08912 5.80708 -2.90785 0.0 0.0 0.0
C -1.78167 5.29067 -1.81994 0.0 0.0 0.0
H -4.06407 0.99200 -2.08234 -0.1 0.0 0.1
H -3.38179 2.58209 -2.43674 0.1 -0.1 -0.1
H -4.77452 2.04684 0.22965 0.0 0.0 0.0
H -5.66700 2.63446 -1.16399 0.0 0.1 0.0
H -5.24122 7.31865 -0.95795 0.0 0.0 0.0
H -7.36455 8.47103 -0.51279 0.0 0.0 0.0
H -9.20577 7.29063 0.64534 0.0 0.0 0.0
H -8.89189 4.93880 1.35914 0.0 0.0 0.0
H -6.77405 3.78298 0.90379 0.0 0.0 0.0
H -3.45990 2.79761 2.14103 0.0 -0.1 0.0
H -2.27704 3.24047 4.24199 0.0 0.0 0.0
H -1.26645 5.46511 4.65525 0.0 0.0 0.0
H -1.46935 7.24109 2.94244 0.0 0.0 0.0
H -2.67460 6.80127 0.84339 0.0 0.0 0.0
H -4.94241 5.74156 -2.94950 0.0 0.0 0.0
H -3.71514 6.66618 -4.86649 0.0 0.0 0.0
H -1.23817 6.70205 -4.85209 0.0 0.0 0.0
H -0.00737 5.78234 -2.90307 0.0 0.0 0.0
H -1.22630 4.86079 -0.99567 0.0 0.0 0.0
```
Forces are in eV/Å.

- Net charge: -2
- Max |F|: 0.649 eV Å⁻¹
- ΔE to the lowest compared entry with this formula, charge and spin: 0.662 eV
- HOMO energy: -1.5565 eV
- LUMO: 3.8 eV
- Frontier orbital gap: 5.366 eV